No. 1
Below is a structure of composition C20H39MnNOP2Si, with properties calculated with wB97M-V/def2-TZVPD.

Element x y z (Å)
Mn  -0.303  -0.626  -0.317
P  -1.855  -1.412  1.670
P  1.134  0.381  -2.210
N  -0.489  -2.097  -1.266
H  -0.552  -1.413  0.841
C  -3.606  -1.454  1.062
H  -4.326  -1.788  1.841
H  -3.652  -2.143  0.199
H  -3.908  -0.447  0.708
C  -1.771  -0.355  3.175
H  -2.387  -0.733  4.009
H  -2.084  0.667  2.895
H  -0.709  -0.299  3.461
C  -1.245  -3.099  1.957
H  -1.541  -3.509  2.926
H  -0.156  -2.986  1.881
H  -1.541  -3.702  1.087
C  0.447  0.831  -3.813
H  1.236  0.937  -4.561
H  -0.123  1.756  -3.723
H  -0.258  0.054  -4.129
C  2.122  1.819  -1.791
H  3.137  1.673  -2.154
H  2.129  1.941  -0.712
H  1.684  2.714  -2.238
C  2.362  -0.923  -2.543
H  3.191  -0.508  -3.120
H  1.896  -1.743  -3.093
H  2.737  -1.326  -1.601
C  -0.164  -3.342  -1.516
C  -0.680  -5.389  -2.697
C  -1.002  -4.082  -2.406
C  0.997  -3.944  -0.944
C  1.300  -5.250  -1.262
C  0.473  -5.977  -2.128
H  -1.326  -5.961  -3.369
H  -1.874  -3.572  -2.819
H  1.615  -3.354  -0.270
H  2.189  -5.709  -0.828
H  0.719  -7.020  -2.377
C  -2.308  2.579  -1.608
O  -1.983  1.841  -2.551
C  -3.676  2.475  -1.026
H  -3.740  2.940  -0.050
H  -3.899  1.411  -0.980
H  -4.409  2.920  -1.712
C  -1.288  3.457  -0.903
H  -0.612  3.993  -1.618
H  -0.620  2.804  -0.280
H  -1.797  4.190  -0.251
C  0.641  3.175  3.864
Si  1.989  2.718  2.648
C  2.445  4.190  1.572
C  3.475  1.954  3.496
C  1.247  1.495  1.475
C  0.690  0.640  0.763
H  0.990  3.938  4.573
H  0.311  2.296  4.432
H  -0.229  3.572  3.323
H  2.960  4.979  2.137
H  3.101  3.864  0.756
H  1.544  4.626  1.119
H  3.169  1.046  4.033
H  4.226  1.659  2.750
H  3.955  2.630  4.215

- 2S+1 = 4
- HOMO level (alpha / beta) (eV) = -5.756 / -6.138
- net charge = 0

***

No. 2
Below is a cluster of 2 separate species, C2HN2O4 in total, with properties calculated with wB97M-V/def2-TZVPD.

Element x y z (Å)
C  1.240  0.597  0.326
C  -0.169  0.740  0.010
N  -1.031  0.243  -1.006
N  -0.908  1.438  0.862
O  -2.138  1.383  1.048
O  -2.016  -0.432  -0.702
O  2.045  -0.263  0.324
O  1.927  -1.812  -0.637
H  1.049  -1.893  -0.224

- HOMO level (alpha / beta) (eV) = -3.877 / -3.892
- net charge = -1

***

In the order shown, the computed max |F| values come out to 3.08; 3.58 eV/A.